C33H20BrF5N3ORuS2 | wB97M-V/def2-TZVPD

Computed properties:
LUMO energy (spin up / spin down) = -0.001 / -0.130 eV
HOMO-LUMO gap (spin up / spin down) = 7.13 / 6.85 eV
HOMO (spin up / spin down) = -0.262 / -0.257 Eh
spin multiplicity = 2

Each line ends with the Löwdin spin population.
CARTESIAN COORDINATES (ANGSTROEM)
Ru  -0.809  0.026  -0.516  0.56
S  0.705  -3.629  1.526  0.00
C  1.581  -2.298  2.157  0.00
C  1.191  -1.105  1.623  0.00
C  0.147  -1.249  0.662  -0.01
C  -0.216  -2.569  0.523  0.00
C  -1.255  -2.911  -0.418  0.00
C  -1.724  -4.191  -0.711  0.00
C  -2.737  -4.341  -1.634  0.00
C  -3.272  -3.216  -2.253  0.00
C  -2.757  -1.980  -1.919  0.01
N  -1.776  -1.823  -1.029  0.01
H  2.352  -2.468  2.892  0.00
H  1.641  -0.158  1.890  0.00
H  -1.282  -5.046  -0.218  0.00
H  -3.108  -5.328  -1.878  0.00
H  -4.063  -3.292  -2.984  0.00
H  -3.126  -1.073  -2.383  0.00
O  -5.915  1.367  2.823  0.00
C  -4.774  1.045  2.185  0.00
C  -3.828  0.167  2.707  0.00
C  -2.693  -0.095  1.970  0.00
N  -2.462  0.463  0.777  0.00
C  -3.381  1.292  0.297  0.00
Br  -2.975  1.997  -1.410  0.01
C  -4.550  1.626  0.942  0.00
H  -5.965  0.913  3.672  0.00
H  -3.971  -0.307  3.669  0.00
H  -1.924  -0.770  2.325  0.00
H  -5.265  2.307  0.508  0.00
F  5.691  -2.575  0.120  0.00
C  4.570  -2.098  -0.427  0.00
C  4.210  -0.776  -0.244  0.00
F  4.988  0.030  0.487  0.00
C  3.046  -0.295  -0.815  0.00
F  2.763  0.996  -0.613  0.00
C  2.190  -1.095  -1.566  0.00
S  0.685  -0.520  -2.279  0.00
C  2.591  -2.418  -1.735  0.00
F  1.828  -3.272  -2.426  0.00
C  3.756  -2.920  -1.183  0.00
F  4.091  -4.203  -1.358  0.00
N  0.021  1.599  0.017  0.33
C  0.509  2.706  0.341  0.04
C  0.589  3.801  -0.675  0.02
C  0.432  5.137  -0.317  0.00
C  0.443  6.127  -1.290  0.00
C  0.623  5.789  -2.624  0.00
C  0.788  4.457  -2.984  0.00
C  0.768  3.465  -2.016  0.00
C  1.039  2.916  1.723  0.02
C  2.191  3.665  1.945  0.00
C  2.711  3.786  3.226  0.00
C  2.080  3.169  4.297  0.00
C  0.929  2.423  4.082  0.00
C  0.415  2.295  2.802  0.00
H  0.291  5.402  0.723  0.00
H  0.312  7.163  -1.006  0.00
H  0.639  6.562  -3.382  0.00
H  0.939  4.191  -4.022  0.00
H  0.901  2.422  -2.282  0.00
H  2.691  4.137  1.109  0.00
H  3.616  4.358  3.387  0.00
H  2.486  3.266  5.296  0.00
H  0.433  1.939  4.915  0.00
H  -0.475  1.704  2.619  0.00

***

C33H20N6S2TeW | wB97M-V/def2-TZVPD

Computed properties:
charge = -2
LUMO energy = 4.398 eV
HOMO-LUMO gap = 4.58 eV
HOMO = -0.007 Eh

Each line ends with the Löwdin charge.
CARTESIAN COORDINATES (ANGSTROEM)
W  -0.142  0.384  0.386  0.94
C  -3.273  3.559  -0.102  -0.05
C  -2.136  2.818  0.242  -0.19
N  -2.015  1.535  -0.024  -0.13
C  -3.063  0.877  -0.596  -0.18
C  -4.258  1.542  -0.939  -0.16
C  -4.325  2.929  -0.699  -0.03
C  -5.350  0.795  -1.449  -0.08
C  -5.239  -0.562  -1.527  -0.11
C  -4.057  -1.237  -1.174  -0.03
C  -2.931  -0.545  -0.747  -0.26
N  -1.730  -1.040  -0.347  -0.15
C  -1.375  -2.348  -0.395  -0.24
C  -1.869  -3.381  -1.189  -0.03
C  -1.396  -4.697  -1.035  -0.11
C  -0.454  -5.034  -0.103  -0.08
C  0.120  -4.011  0.692  -0.16
C  1.118  -4.234  1.666  -0.03
C  1.610  -3.175  2.378  -0.05
C  1.153  -1.881  2.098  -0.17
N  0.267  -1.636  1.152  -0.13
C  -0.301  -2.681  0.497  -0.17
H  -3.302  4.616  0.126  0.10
H  -1.300  3.278  0.748  0.08
H  -5.227  3.470  -0.966  0.10
H  -6.263  1.310  -1.724  0.09
H  -6.086  -1.148  -1.869  0.09
H  -4.058  -2.313  -1.199  0.08
H  -2.584  -3.173  -1.968  0.09
H  -1.806  -5.468  -1.679  0.09
H  -0.126  -6.059  0.026  0.09
H  1.471  -5.243  1.845  0.10
H  2.351  -3.315  3.154  0.10
H  1.509  -1.015  2.642  0.10
C  3.741  -1.383  -1.129  -0.06
C  4.731  -0.658  -0.474  -0.08
C  4.360  0.283  0.460  -0.01
C  3.005  0.511  0.729  -0.24
N  2.058  -0.155  0.043  -0.07
C  2.427  -1.089  -0.842  -0.16
C  2.508  1.427  1.752  -0.26
C  3.389  2.154  2.570  -0.07
C  2.902  3.051  3.491  -0.13
C  1.515  3.218  3.592  -0.11
C  0.657  2.471  2.812  -0.21
C  1.104  1.528  1.862  -0.36
H  3.977  -2.143  -1.861  0.10
H  5.779  -0.830  -0.692  0.10
H  5.111  0.855  0.984  0.09
H  1.621  -1.609  -1.340  0.07
H  4.462  2.022  2.481  0.08
H  3.579  3.617  4.120  0.08
H  1.108  3.933  4.300  0.09
H  -0.411  2.582  2.958  -0.01
S  -0.061  0.173  -2.221  0.68
C  0.700  1.697  -2.332  -1.06
S  0.812  2.440  -0.785  0.69
C  1.222  2.250  -3.502  -0.39
C  1.853  3.525  -3.518  -0.29
N  2.380  4.552  -3.554  0.10
C  1.155  1.556  -4.744  -0.29
N  1.099  1.018  -5.765  0.10
Te  -1.715  0.084  2.684  0.10

***

Energy above the lowest of the compared OMol25 structures with the same formula, charge and spin for every record listed, in sequence, given in kJ/mol: 0.00, 0.00.
Calculated total energy for every record listed, in sequence, given in hartree: -5473.65743, -2729.69684.